70
Properties=species:S:1:pos:R:3:lowdin_charge:R:1 method="wB97M-V/def2-TZVPD" homo_lumo_gap_ev=7.51 de_lowest_ev=0.607 spin_multiplicity=1 smiles="CCN1CCN(C(=O)N[C@@H](C(=O)N[C@H]2[C@H]3SCC(CSc4nnnn4C)=C4C(=O)O[C@]2([O-])N43)c2ccc(O)cc2)C(=O)C1=O" homo_energy_ev=-5.2 energy_ha=-2859.51233 total_charge=-1
C -3.343 -5.028 -0.096 -0.065
C -2.551 -4.743 1.178 -0.194
N -1.552 -3.716 0.971 -0.054
C -1.977 -2.340 0.833 -0.115
C -1.283 -1.753 -0.379 -0.115
N 0.152 -1.776 -0.139 0.094
C 0.857 -0.587 -0.464 -0.437
O 0.273 0.330 -1.018 0.065
N 2.151 -0.571 -0.144 0.169
C 3.009 0.557 -0.458 -0.153
C 2.898 1.636 0.660 -0.414
O 3.817 1.926 1.396 0.081
N 1.678 2.189 0.677 0.113
C 1.255 3.167 1.626 -0.154
C 0.480 4.335 0.991 -0.477
S 0.673 4.646 -0.792 0.910
C -1.144 4.662 -1.184 -0.392
C -1.708 3.346 -0.793 -0.325
C -2.341 2.460 -1.794 -0.356
S -4.161 2.291 -1.449 0.976
C -4.285 0.575 -1.301 -0.677
N -3.793 -0.360 -2.089 0.039
N -4.197 -1.512 -1.584 -0.049
N -4.911 -1.344 -0.542 0.028
N -4.999 -0.035 -0.323 -0.170
C -5.623 0.547 0.821 -0.033
C -1.485 2.981 0.491 -0.162
C -1.627 1.617 1.086 -0.447
O -2.450 0.784 0.752 0.051
O -0.694 1.443 1.972 0.118
C -0.101 2.856 2.411 -0.553
O -0.219 3.050 3.608 0.014
N -0.809 3.760 1.380 0.058
C 4.430 0.106 -0.625 -0.181
C 5.072 -0.584 0.398 -0.014
C 6.387 -0.981 0.263 0.001
C 7.086 -0.687 -0.903 -0.323
O 8.385 -1.096 -1.007 0.042
C 6.454 0.009 -1.924 -0.029
C 5.136 0.403 -1.781 -0.023
C 0.680 -2.870 0.475 -0.291
O 1.842 -2.979 0.824 0.099
C -0.283 -4.050 0.682 -0.369
O 0.131 -5.193 0.627 0.082
H -4.098 -5.785 0.101 0.070
H -2.673 -5.397 -0.868 0.078
H -3.835 -4.129 -0.460 0.048
H -2.020 -5.643 1.498 0.116
H -3.219 -4.412 1.979 0.122
H -3.057 -2.307 0.700 0.095
H -1.716 -1.755 1.724 0.139
H -1.579 -0.715 -0.522 0.082
H -1.530 -2.321 -1.282 0.136
H 2.539 -1.368 0.357 0.111
H 2.636 1.011 -1.385 0.155
H 0.982 1.849 0.021 0.099
H 2.090 3.425 2.277 0.151
H 0.633 5.279 1.519 0.109
H -1.216 4.866 -2.249 0.071
H -1.556 5.489 -0.605 0.083
H -1.958 1.442 -1.758 0.061
H -2.253 2.862 -2.802 0.078
H -4.851 1.021 1.432 0.087
H -6.108 -0.249 1.382 0.091
H -6.352 1.296 0.512 0.085
H 4.545 -0.800 1.313 0.126
H 6.893 -1.515 1.051 0.116
H 8.741 -0.809 -1.857 0.099
H 6.996 0.246 -2.832 0.108
H 4.654 0.949 -2.579 0.115


132
Properties=species:S:1:pos:R:3:lowdin_charge:R:1 method="wB97M-V/def2-TZVPD" homo_lumo_gap_ev=8.94 spin_multiplicity=1 smiles="COCCCCc1cc(C[C@@H]2CO2)cc2c1C(=O)c1ccccc1C2=O.CCCC#N.CCCC#N.CCCC#N.CCCC#N.CCCC#N.CCCC#N.CCCC#N" homo_energy_ev=-9.0 energy_ha=-2631.96429
C 3.369 -2.188 -0.398 -0.111
O 2.053 -1.882 -0.798 -0.196
C 1.563 -2.772 -1.803 -0.233
C 0.064 -2.905 -1.602 -0.178
C -0.582 -1.508 -1.393 -0.183
C -2.022 -1.577 -1.889 -0.141
C -3.038 -0.485 -1.631 -0.104
C -4.365 -0.857 -1.913 0.026
C -5.448 -0.003 -1.801 -0.199
C -6.864 -0.441 -2.068 -0.071
C -7.646 -0.289 -0.757 -0.342
C -8.514 -1.404 -0.355 -0.063
O -9.012 -0.127 -0.869 -0.046
C -5.230 1.321 -1.415 0.035
C -3.940 1.711 -1.110 -0.073
C -2.845 0.826 -1.189 -0.020
C -1.539 1.431 -0.784 -0.276
O -0.741 0.985 0.001 0.135
C -1.328 2.825 -1.298 -0.086
C -0.107 3.292 -1.767 -0.001
C -0.008 4.621 -2.168 -0.062
C -1.097 5.492 -2.088 -0.068
C -2.326 5.028 -1.628 -0.003
C -2.417 3.696 -1.231 -0.092
C -3.691 3.135 -0.715 -0.296
O -4.482 3.764 -0.054 0.119
H 4.068 -2.063 -1.230 0.065
H 3.612 -1.517 0.419 0.078
H 3.455 -3.229 -0.067 0.083
H 1.726 -2.269 -2.757 0.090
H 2.097 -3.721 -1.756 0.115
H -0.416 -3.437 -2.426 0.105
H -0.152 -3.482 -0.703 0.099
H -0.007 -0.821 -2.011 0.117
H -0.493 -1.295 -0.341 0.105
H -2.464 -2.499 -1.504 0.069
H -1.988 -1.731 -2.971 0.131
H -4.565 -1.872 -2.231 0.120
H -7.365 0.202 -2.786 0.132
H -6.921 -1.495 -2.312 0.112
H -7.140 0.230 0.044 0.121
H -8.852 -2.110 -1.099 0.112
H -8.791 -1.479 0.681 0.067
H -6.041 2.031 -1.348 0.136
H 0.742 2.624 -1.796 0.121
H 0.934 5.012 -2.527 0.102
H -0.994 6.525 -2.381 0.088
H -3.184 5.681 -1.575 0.102
C 4.088 -0.791 5.510 -0.109
C 3.432 -1.698 4.473 -0.257
C 4.433 -2.589 3.729 -0.191
C 5.414 -1.784 2.998 -0.250
N 6.164 -1.149 2.409 0.147
H 4.786 -0.094 5.043 0.077
H 3.344 -0.202 6.026 0.021
H 4.635 -1.375 6.254 0.081
H 2.886 -1.087 3.751 0.112
H 2.698 -2.339 4.967 0.103
H 3.915 -3.228 3.013 0.111
H 4.967 -3.233 4.430 0.119
C 6.231 1.320 -5.117 -0.114
C 6.334 1.016 -3.627 -0.257
C 6.035 -0.448 -3.289 -0.188
C 4.676 -0.819 -3.691 -0.232
N 3.609 -1.096 -4.004 0.167
H 5.217 1.152 -5.488 0.070
H 6.480 2.363 -5.310 0.073
H 6.914 0.699 -5.691 0.036
H 5.644 1.662 -3.080 0.110
H 7.340 1.252 -3.279 0.107
H 6.134 -0.619 -2.216 0.116
H 6.739 -1.103 -3.802 0.085
C 0.420 9.801 -0.115 -0.110
C -0.696 10.026 0.898 -0.262
C -1.660 8.837 0.995 -0.183
C -2.313 8.582 -0.290 -0.228
N -2.813 8.381 -1.301 0.165
H 0.024 9.679 -1.124 0.069
H 1.099 10.653 -0.131 0.072
H 1.003 8.911 0.133 0.077
H -1.254 10.925 0.628 0.111
H -0.262 10.202 1.883 0.107
H -2.433 9.031 1.739 0.118
H -1.124 7.935 1.294 0.122
C 9.045 -4.486 -5.949 -0.109
C 7.989 -3.810 -6.817 -0.259
C 8.405 -2.408 -7.280 -0.180
C 8.628 -1.522 -6.137 -0.217
N 8.802 -0.840 -5.233 0.175
H 9.221 -3.929 -5.028 0.071
H 8.723 -5.488 -5.668 0.073
H 9.994 -4.574 -6.482 0.077
H 7.051 -3.745 -6.262 0.111
H 7.797 -4.423 -7.698 0.108
H 7.630 -1.969 -7.908 0.119
H 9.325 -2.455 -7.865 0.122
C -2.372 -7.912 -0.490 -0.110
C -3.454 -7.286 -1.362 -0.260
C -3.088 -5.877 -1.845 -0.183
C -2.891 -4.968 -0.716 -0.242
N -2.736 -4.258 0.171 0.177
H -2.213 -7.335 0.422 0.071
H -2.657 -8.921 -0.195 0.072
H -1.422 -7.973 -1.026 0.077
H -4.391 -7.246 -0.804 0.112
H -3.628 -7.918 -2.235 0.108
H -3.880 -5.473 -2.477 0.118
H -2.169 -5.901 -2.433 0.119
C -7.279 3.299 2.978 -0.102
C -6.499 2.348 3.879 -0.258
C -6.272 0.976 3.234 -0.180
C -7.545 0.313 2.939 -0.221
N -8.547 -0.194 2.707 0.172
H -8.280 2.919 2.769 0.072
H -7.392 4.271 3.458 0.072
H -6.764 3.450 2.027 0.070
H -7.031 2.222 4.824 0.109
H -5.528 2.786 4.114 0.107
H -5.697 0.329 3.897 0.118
H -5.714 1.084 2.302 0.114
C 1.829 -2.181 9.759 -0.110
C 0.689 -1.182 9.597 -0.261
C 0.753 -0.418 8.270 -0.183
C 1.995 0.350 8.163 -0.241
N 2.975 0.937 8.078 0.163
H 2.798 -1.681 9.770 0.071
H 1.731 -2.723 10.700 0.072
H 1.830 -2.911 8.948 0.075
H 0.709 -0.472 10.426 0.112
H -0.265 -1.708 9.650 0.107
H -0.086 0.273 8.185 0.118
H 0.702 -1.111 7.428 0.118


90
Properties=species:S:1:pos:R:3:lowdin_charge:R:1 method="wB97M-V/def2-TZVPD" homo_lumo_gap_ev=8.11 de_lowest_ev=0.000 spin_multiplicity=1 homo_energy_ev=-8.6 energy_ha=-4197.93064
Ti -0.247 0.131 -0.263 1.077
N -1.193 -4.147 -6.878 0.113
C -1.436 -3.483 -5.702 -0.312
C -2.275 -2.360 -5.679 -0.017
C -2.485 -1.662 -4.511 -0.047
C -1.849 -2.072 -3.342 -0.297
C -1.032 -3.194 -3.341 -0.058
C -0.831 -3.898 -4.511 -0.015
S -2.075 -1.134 -1.889 0.662
O -1.252 -1.723 -0.807 -0.351
O -3.472 -1.001 -1.632 -0.243
N -1.220 0.234 -2.046 -0.197
C -1.640 1.353 -2.765 -0.437
N -0.719 2.308 -2.876 0.144
C -1.106 3.424 -3.475 -0.107
C -2.381 3.589 -3.995 -0.045
C -3.219 2.493 -3.901 -0.112
N -2.861 1.367 -3.291 0.132
H -1.796 -3.966 -7.661 0.096
H -0.806 -5.072 -6.834 0.096
H -2.770 -2.046 -6.590 0.114
H -3.145 -0.805 -4.489 0.104
H -0.573 -3.525 -2.423 0.103
H -0.199 -4.777 -4.509 0.115
H -0.359 4.207 -3.552 0.114
H -2.693 4.508 -4.466 0.100
H -4.215 2.505 -4.330 0.114
C 3.151 -2.308 3.823 -0.026
C 3.075 -1.186 2.827 -0.245
C 3.729 0.020 3.051 -0.007
C 3.657 1.072 2.143 -0.264
C 4.370 2.370 2.408 -0.038
C 2.914 0.902 0.983 -0.015
C 2.250 -0.295 0.738 -0.301
C 2.328 -1.331 1.661 0.007
N 1.500 -0.452 -0.485 -0.068
C 2.223 -1.192 -1.567 -0.570
C 3.719 -0.871 -1.542 -0.033
C 2.029 -2.700 -1.356 -0.029
C 1.668 -0.753 -2.921 -0.036
H 3.852 -2.073 4.623 0.079
H 3.479 -3.230 3.341 0.085
H 2.177 -2.506 4.272 0.062
H 4.297 0.148 3.966 0.121
H 5.402 2.326 2.053 0.084
H 4.399 2.587 3.476 0.074
H 3.877 3.198 1.900 0.075
H 2.844 1.702 0.256 0.119
H 1.784 -2.251 1.476 0.134
H 4.191 -1.182 -0.611 0.086
H 3.899 0.195 -1.681 0.091
H 4.194 -1.409 -2.363 0.092
H 2.203 -3.234 -2.292 0.089
H 1.019 -2.914 -1.008 0.064
H 2.729 -3.081 -0.613 0.081
H 1.770 0.326 -3.044 0.090
H 0.614 -1.004 -3.028 0.047
H 2.218 -1.256 -3.718 0.092
S 0.735 4.710 0.279 0.610
C 0.430 3.159 0.053 -0.929
N 0.229 2.009 -0.104 -0.017
C -4.703 1.582 1.230 -0.132
C -3.721 2.066 2.319 -0.127
C -2.427 2.318 1.540 -0.196
O -2.527 1.502 0.371 -0.209
C -3.882 1.682 -0.054 -0.189
H -5.607 2.188 1.179 0.109
H -4.994 0.548 1.408 0.114
H -3.574 1.299 3.079 0.109
H -4.061 2.973 2.818 0.110
H -1.527 2.038 2.079 0.090
H -2.341 3.367 1.232 0.124
H -4.114 0.925 -0.796 0.089
H -3.974 2.680 -0.505 0.127
O -2.270 -1.604 5.429 -0.280
S -0.984 -1.744 4.816 0.648
O -0.167 -2.871 5.153 -0.290
N -1.139 -1.646 3.168 0.050
C -0.588 -0.568 2.738 -0.436
O -0.575 -0.232 1.488 -0.138
C 0.072 0.315 3.739 -0.134
C 0.735 1.515 3.553 -0.003
C 1.257 2.144 4.677 -0.048
C 1.117 1.582 5.942 -0.054
C 0.450 0.373 6.123 -0.022
C -0.061 -0.237 4.999 -0.208
H 0.856 1.939 2.565 0.102
H 1.778 3.085 4.564 0.111
H 1.530 2.094 6.801 0.108
H 0.337 -0.068 7.103 0.123


74
Properties=species:S:1:pos:R:3:lowdin_charge:R:1 method="wB97M-V/def2-TZVPD" homo_lumo_gap_ev="6.41 / 7.16" spin_multiplicity=2 homo_energy_ev="-10.3 / -11.0" energy_ha=-2127.38411 total_charge=+1 s_squared=0.75
Hf -2.892 0.607 0.580 1.982
N -3.531 -2.648 2.152 -0.611
O -2.495 -3.129 2.617 0.046
O -4.619 -3.212 2.088 0.019
O -3.555 -1.529 1.687 -0.183
O 0.586 -1.917 0.109 0.159
C -0.517 -1.213 0.285 -0.780
O -1.501 -1.223 -0.452 -0.058
O -0.658 -0.354 1.176 -0.079
H 1.262 -1.629 0.727 0.052
C 3.198 3.161 2.851 -0.092
O 3.057 1.871 2.299 -0.196
C 2.173 1.057 2.942 -0.200
C 2.602 -0.396 2.646 -0.143
O 2.648 -0.872 1.317 -0.216
C 3.522 -0.141 0.520 -0.096
H 3.801 3.784 2.191 0.090
H 3.681 3.208 3.827 0.097
H 2.239 3.665 2.966 0.074
H 1.148 1.146 2.584 0.111
H 2.045 1.334 3.988 0.134
H 2.117 -1.118 3.303 0.132
H 3.646 -0.617 2.865 0.128
H 3.195 0.844 0.187 0.086
H 3.680 -0.628 -0.443 0.096
H 4.504 -0.073 0.990 0.105
O -2.234 1.133 -1.735 -0.016
C -1.674 1.544 -2.716 -0.400
O -0.364 1.416 -2.793 0.065
C 0.208 1.904 -4.009 -0.118
C -0.961 2.035 -4.999 -0.142
C -2.214 2.001 -4.137 -0.024
H 0.912 1.143 -4.346 0.132
H 0.854 2.781 -3.951 0.128
H -1.002 1.339 -5.838 0.121
H -0.845 3.002 -5.488 0.115
H -2.990 1.337 -4.518 0.128
H -2.546 3.033 -4.021 0.126
O 4.521 -3.184 4.754 0.080
C 4.037 -3.485 3.654 -0.404
O 2.657 -3.414 3.400 0.000
C 2.391 -3.948 2.085 -0.176
C 3.685 -4.025 1.365 -0.153
C 4.784 -4.112 2.463 -0.038
H 1.695 -3.358 1.489 0.097
H 1.838 -4.888 2.096 0.132
H 3.774 -3.192 0.666 0.104
H 3.650 -4.930 0.759 0.117
H 5.756 -3.654 2.279 0.124
H 4.925 -5.135 2.814 0.129
O -1.076 2.216 0.397 -0.079
C -0.471 3.282 0.267 -0.430
O 0.554 3.222 -0.510 0.092
C 1.283 4.446 -0.310 -0.111
C 0.580 5.375 0.678 -0.135
C -0.802 4.703 0.759 -0.023
H 1.214 4.944 -1.277 0.134
H 2.293 4.199 0.017 0.131
H 0.501 6.391 0.292 0.123
H 1.096 5.444 1.636 0.109
H -1.365 5.253 0.005 0.137
H -1.232 4.861 1.748 0.136
O -4.207 -0.603 -0.838 -0.083
C -4.687 -1.490 -1.548 -0.340
O -4.645 -1.215 -2.873 0.050
C -5.006 -2.314 -3.648 -0.172
C -5.935 -3.055 -2.721 -0.126
C -5.222 -2.867 -1.360 -0.027
H -4.071 -2.835 -3.859 0.138
H -5.458 -2.097 -4.616 0.138
H -6.291 -4.047 -3.000 0.133
H -6.846 -2.457 -2.738 0.124
H -4.496 -3.674 -1.255 0.155
H -5.906 -3.003 -0.522 0.139


What did the fourth record say?
74
Properties=species:S:1:pos:R:3:lowdin_charge:R:1 method="wB97M-V/def2-TZVPD" homo_lumo_gap_ev="6.41 / 7.16" spin_multiplicity=2 homo_energy_ev="-10.3 / -11.0" energy_ha=-2127.38411 total_charge=+1 s_squared=0.75
Hf -2.892 0.607 0.580 1.982
N -3.531 -2.648 2.152 -0.611
O -2.495 -3.129 2.617 0.046
O -4.619 -3.212 2.088 0.019
O -3.555 -1.529 1.687 -0.183
O 0.586 -1.917 0.109 0.159
C -0.517 -1.213 0.285 -0.780
O -1.501 -1.223 -0.452 -0.058
O -0.658 -0.354 1.176 -0.079
H 1.262 -1.629 0.727 0.052
C 3.198 3.161 2.851 -0.092
O 3.057 1.871 2.299 -0.196
C 2.173 1.057 2.942 -0.200
C 2.602 -0.396 2.646 -0.143
O 2.648 -0.872 1.317 -0.216
C 3.522 -0.141 0.520 -0.096
H 3.801 3.784 2.191 0.090
H 3.681 3.208 3.827 0.097
H 2.239 3.665 2.966 0.074
H 1.148 1.146 2.584 0.111
H 2.045 1.334 3.988 0.134
H 2.117 -1.118 3.303 0.132
H 3.646 -0.617 2.865 0.128
H 3.195 0.844 0.187 0.086
H 3.680 -0.628 -0.443 0.096
H 4.504 -0.073 0.990 0.105
O -2.234 1.133 -1.735 -0.016
C -1.674 1.544 -2.716 -0.400
O -0.364 1.416 -2.793 0.065
C 0.208 1.904 -4.009 -0.118
C -0.961 2.035 -4.999 -0.142
C -2.214 2.001 -4.137 -0.024
H 0.912 1.143 -4.346 0.132
H 0.854 2.781 -3.951 0.128
H -1.002 1.339 -5.838 0.121
H -0.845 3.002 -5.488 0.115
H -2.990 1.337 -4.518 0.128
H -2.546 3.033 -4.021 0.126
O 4.521 -3.184 4.754 0.080
C 4.037 -3.485 3.654 -0.404
O 2.657 -3.414 3.400 0.000
C 2.391 -3.948 2.085 -0.176
C 3.685 -4.025 1.365 -0.153
C 4.784 -4.112 2.463 -0.038
H 1.695 -3.358 1.489 0.097
H 1.838 -4.888 2.096 0.132
H 3.774 -3.192 0.666 0.104
H 3.650 -4.930 0.759 0.117
H 5.756 -3.654 2.279 0.124
H 4.925 -5.135 2.814 0.129
O -1.076 2.216 0.397 -0.079
C -0.471 3.282 0.267 -0.430
O 0.554 3.222 -0.510 0.092
C 1.283 4.446 -0.310 -0.111
C 0.580 5.375 0.678 -0.135
C -0.802 4.703 0.759 -0.023
H 1.214 4.944 -1.277 0.134
H 2.293 4.199 0.017 0.131
H 0.501 6.391 0.292 0.123
H 1.096 5.444 1.636 0.109
H -1.365 5.253 0.005 0.137
H -1.232 4.861 1.748 0.136
O -4.207 -0.603 -0.838 -0.083
C -4.687 -1.490 -1.548 -0.340
O -4.645 -1.215 -2.873 0.050
C -5.006 -2.314 -3.648 -0.172
C -5.935 -3.055 -2.721 -0.126
C -5.222 -2.867 -1.360 -0.027
H -4.071 -2.835 -3.859 0.138
H -5.458 -2.097 -4.616 0.138
H -6.291 -4.047 -3.000 0.133
H -6.846 -2.457 -2.738 0.124
H -4.496 -3.674 -1.255 0.155
H -5.906 -3.003 -0.522 0.139